Record 1
The following is a quantum chemistry calculation of a single CH4N2O molecule, from the OMol25 dataset.

Calculated values
SMILES string   [H]/N=C/NO
Lowest unoccupied orbital energy   0.26 eV
Gap between HOMO and LUMO   9.1 eV
Relative energy (zero: lowest compared OMol25 entry of this formula, charge and spin)   525.0 kJ/mol
Highest occupied orbital energy   -8.9 eV
Molar mass   60.056 g/mol

Positions of all 8 atoms, in Å:
O 0.708 0.950 1.280
N -0.053 0.649 0.246
N -0.854 -0.981 -1.332
C 0.165 -0.603 -0.548
H -0.007 0.606 2.186
H -0.582 -2.012 -1.658
H -1.025 0.598 0.330
H 1.304 -0.855 -0.209

***

Record 2
The following is a quantum chemistry calculation of 2 unconnected molecules or ions with the total composition C2H6BrP, from the OMol25 dataset.

Calculated values
SMILES string   C=CBr.P
Lowest unoccupied orbital energy   0.98 eV
Gap between HOMO and LUMO   10.7 eV
Relative energy (zero: lowest compared OMol25 entry of this formula, charge and spin)   271.6 kJ/mol
Highest occupied orbital energy   -9.7 eV
Molar mass   140.948 g/mol

Positions of all 10 atoms, in Å:
Br -0.674 2.561 1.980
P 0.583 -2.447 -0.759
C 1.042 1.752 1.726
C 1.161 0.562 1.202
H 2.166 0.017 1.295
H 0.200 -3.451 -1.751
H 1.830 2.363 2.260
H 1.035 -3.574 -0.109
H -0.689 -2.762 -0.077
H 0.278 -0.087 1.146

***

Record 3
The following is a quantum chemistry calculation of 3 unconnected molecules or ions with the total composition C4H13NO3, from the OMol25 dataset.

Calculated values
SMILES string   CN(C)CC=O.O.O
Lowest unoccupied orbital energy   0.45 eV
Gap between HOMO and LUMO   9.4 eV
Relative energy (zero: lowest compared OMol25 entry of this formula, charge and spin)   466.8 kJ/mol
Highest occupied orbital energy   -9.0 eV
Molar mass   123.152 g/mol

Positions of all 21 atoms, in Å:
O 2.708 2.334 -2.339
O -2.835 -2.695 -0.614
O 3.635 0.974 0.824
N -0.984 -0.044 0.747
C -2.661 -1.558 -0.209
C 0.140 -0.369 1.639
C -0.813 1.283 0.247
C -1.231 -1.123 -0.352
H 1.708 2.034 -2.082
H -0.402 -1.237 2.306
H 2.976 1.077 1.495
H 0.250 0.534 2.327
H -0.906 -0.913 -1.284
H -3.429 -0.964 0.246
H 0.158 1.404 -0.282
H 0.918 -0.870 1.047
H 3.145 2.478 -1.531
H -0.419 -2.084 0.045
H -1.428 1.742 -0.601
H 4.441 0.777 1.091
H -0.802 2.031 1.078

***

Record 4
The following is a quantum chemistry calculation of a molecular structure, C24H31BrIN6O6Se2Ti, from the OMol25 dataset.

Calculated values
Lowest unoccupied orbital energy (alpha / beta)   2.05 / 2.04 eV
Gap between HOMO and LUMO (alpha / beta)   5.0 / 5.8 eV
Spin multiplicity   3
Net charge   -1
Relative energy (zero: lowest compared OMol25 entry of this formula, charge and spin)   120.1 kJ/mol
Highest occupied orbital energy (alpha / beta)   -3.0 / -3.8 eV
Molar mass   912.143 g/mol

Positions of all 72 atoms, in Å:
I -2.086 -4.493 2.133
Br -3.979 -3.790 -1.180
Se 1.442 -0.096 -1.666
Se 3.201 0.591 0.602
Ti -1.563 -1.854 1.428
O 0.207 -2.155 1.707
O 5.804 -1.463 -2.069
O -1.393 -1.923 -0.701
O 5.051 2.520 -3.248
O -3.948 0.699 3.221
O -2.563 -1.055 2.923
N -2.307 0.061 -0.192
N -0.367 0.577 2.000
N -3.289 2.043 0.349
N -1.926 -0.570 -2.441
N -3.980 -1.939 0.892
N 2.267 -2.412 2.616
C 4.280 0.499 -2.134
C 0.443 1.736 3.931
C -6.575 -1.053 0.433
C -2.414 0.621 -2.849
C 0.527 2.788 1.813
C 1.406 4.062 3.805
C -2.896 1.538 -1.981
C 2.865 0.896 -2.576
C 0.777 2.855 3.172
C -4.706 -2.446 -0.084
C -3.606 -0.362 2.713
C -1.847 -0.837 -1.092
C 1.528 -3.910 0.854
C 5.285 1.117 -3.109
C -4.538 -0.972 1.637
C -0.030 1.637 1.274
C 4.585 1.011 -0.723
C -0.123 0.639 3.313
C -1.362 -1.557 -3.362
C -6.016 -2.037 -0.350
C 4.444 -1.026 -2.199
C -2.836 1.200 -0.593
C -5.813 -0.493 1.458
C 1.332 -2.874 1.675
H 4.715 2.092 -0.758
H 4.012 -1.404 -3.134
H 3.897 -1.477 -1.375
H -1.518 -1.199 -4.377
H 0.731 -4.246 0.210
H 0.705 4.560 4.478
H 5.181 0.626 -4.089
H -6.559 -2.502 -1.160
H -0.393 -0.239 3.887
H 5.749 2.882 -3.797
H 3.200 -2.714 2.370
H -3.274 1.768 1.326
H -2.399 0.791 -3.916
H 6.259 -1.284 -2.896
H -0.296 -1.658 -3.157
H 1.725 4.780 3.049
H -1.864 -2.511 -3.213
H 2.760 0.715 -3.649
H -3.287 2.483 -2.325
H 0.811 3.599 1.154
H 2.477 -4.425 0.841
H -7.587 -0.717 0.246
H 5.520 0.558 -0.387
H 2.280 3.775 4.391
H 2.261 -1.398 2.631
H 2.727 1.961 -2.401
H -3.723 2.909 0.092
H -0.153 1.547 0.201
H 0.628 1.713 4.998
H 6.301 0.948 -2.737
H -6.169 0.296 2.103